Computed, not measured: a molecular structure, C49H51BrFN3O6PbS3Sb2Se, with ωB97M-V/def2-TZVPD.

```
118
Properties=species:S:1:pos:R:3:lowdin_charge:R:1
Pb 0.271 2.749 -0.382 1.07
C -3.805 2.730 -1.509 -0.27
Sb -2.404 1.110 -1.734 1.30
C -3.125 0.686 -3.741 -0.30
C -3.726 -0.549 -0.955 -0.32
C -4.958 -0.074 -0.295 -0.31
C -6.115 0.105 -1.056 -0.08
C -7.292 0.571 -0.494 -0.10
C -7.323 0.894 0.853 -0.10
C -6.185 0.716 1.624 -0.06
C -4.999 0.219 1.085 -0.29
C -3.842 -0.045 1.988 -0.32
Sb -2.092 1.317 1.810 1.31
C -3.279 2.986 2.513 -0.31
C -1.451 0.703 3.799 -0.31
H -4.822 2.379 -1.677 0.00
H -3.543 3.479 -2.255 -0.02
H -3.729 3.183 -0.521 -0.01
H -4.215 0.689 -3.734 0.00
H -2.769 -0.290 -4.072 0.00
H -2.763 1.449 -4.426 -0.02
H -3.108 -1.124 -0.271 0.02
H -3.950 -1.160 -1.830 0.05
H -6.083 -0.143 -2.112 0.11
H -8.178 0.686 -1.105 0.10
H -8.233 1.263 1.308 0.09
H -6.218 0.956 2.681 0.11
H -3.452 -1.056 1.833 0.05
H -4.158 0.042 3.027 0.05
H -3.697 2.764 3.494 0.00
H -4.092 3.162 1.809 -0.01
H -2.658 3.878 2.570 -0.02
H -2.300 0.483 4.444 0.00
H -0.861 1.506 4.233 -0.01
H -0.819 -0.183 3.719 -0.01
F -1.192 -4.952 1.156 0.05
C 0.054 -4.457 0.943 -0.19
C 0.177 -3.117 0.695 0.09
C 1.408 -2.550 0.392 -0.04
C 1.472 -1.104 0.083 -0.32
O 0.439 -0.453 0.117 -0.03
C 2.782 -0.626 -0.267 -0.01
C 3.816 -1.496 -0.284 0.04
N 3.756 -2.824 0.055 0.00
C 4.945 -3.628 0.016 -0.27
C 6.233 -3.061 0.519 -0.08
C 5.536 -4.125 1.308 -0.11
C 2.541 -3.376 0.384 -0.13
C 2.406 -4.730 0.711 0.05
C 1.167 -5.301 0.973 -0.14
N 1.111 -6.682 1.308 -0.11
C -0.127 -7.268 1.807 -0.13
C 0.212 -8.655 2.392 -0.08
N 1.669 -8.645 2.712 0.05
C 2.468 -8.668 1.449 -0.08
C 1.826 -7.644 0.490 -0.12
C 3.191 0.830 -0.629 -0.63
O 4.204 0.900 -1.322 0.01
O 2.558 1.799 -0.103 -0.22
H -0.695 -2.478 0.701 0.14
H 4.783 -1.132 -0.605 0.14
H 4.991 -4.293 -0.843 0.15
H 6.223 -2.056 0.915 0.11
H 7.138 -3.315 -0.014 0.11
H 5.048 -3.828 2.227 0.11
H 5.961 -5.120 1.333 0.10
H 3.292 -5.347 0.756 0.10
H -0.894 -7.379 1.034 0.14
H -0.530 -6.625 2.586 0.13
H 0.026 -9.458 1.680 0.14
H -0.373 -8.846 3.288 0.14
H 1.937 -9.401 3.339 0.19
H 1.853 -7.742 3.161 0.19
H 2.448 -9.674 1.034 0.14
H 3.496 -8.403 1.693 0.14
H 1.145 -8.154 -0.204 0.14
H 2.588 -7.155 -0.108 0.13
Se -0.060 5.365 0.762 0.55
Br 4.929 3.397 7.627 0.71
C 3.773 3.570 6.130 -0.69
C 3.458 2.442 5.392 -0.12
C 2.573 2.557 4.334 0.00
C 2.030 3.796 4.009 -0.12
C 2.373 4.922 4.749 0.00
C 3.246 4.812 5.819 -0.12
C 1.092 3.870 2.847 -0.61
O 0.997 5.053 2.336 -0.44
O 0.514 2.868 2.448 -0.13
H 3.893 1.485 5.646 0.10
H 2.282 1.695 3.750 0.12
H 1.931 5.876 4.497 0.12
H 3.508 5.678 6.411 0.10
O -0.664 2.968 -2.590 -0.54
C -0.223 3.713 -3.670 -0.64
C -1.433 4.391 -4.294 -0.46
C -2.179 3.983 -5.356 -0.14
C -3.357 4.758 -5.544 -0.18
C -3.491 5.728 -4.603 -0.41
S -2.193 5.710 -3.477 1.05
C 0.476 2.817 -4.691 -0.47
C 0.831 1.516 -4.540 -0.11
C 1.619 1.026 -5.619 -0.18
C 1.851 1.970 -6.565 -0.42
S 1.112 3.470 -6.162 1.05
C 0.829 4.742 -3.266 -0.48
C 0.989 6.040 -3.633 -0.14
C 2.124 6.647 -3.023 -0.17
C 2.798 5.799 -2.214 -0.38
S 2.120 4.213 -2.234 0.99
H -1.897 3.156 -5.991 0.11
H -4.066 4.589 -6.340 0.10
H -4.269 6.466 -4.498 0.06
H 0.540 0.939 -3.674 0.11
H 2.001 0.017 -5.671 0.10
H 2.413 1.893 -7.481 0.05
H 0.328 6.559 -4.308 0.10
H 2.404 7.678 -3.186 0.10
H 3.676 5.986 -1.619 0.07
```



110
Properties=species:S:1:pos:R:3:lowdin_charge:R:1 method="wB97M-V/def2-TZVPD" total_charge=+1
C -3.145 -1.618 1.951 -0.05
C -3.069 -0.112 1.693 -0.39
C -3.443 0.652 2.963 -0.08
C -3.884 0.289 0.460 -0.12
C -5.246 0.571 0.596 -0.03
C -6.055 0.738 -0.525 -0.05
C -5.514 0.604 -1.801 -0.03
C -4.155 0.355 -1.980 -0.11
C -3.630 0.263 -3.419 -0.39
C -3.669 1.617 -4.123 -0.06
C -4.372 -0.770 -4.264 -0.06
C -3.329 0.250 -0.837 -0.07
N -1.933 -0.035 -1.007 0.02
N -1.595 -1.127 -1.731 0.18
N -0.241 -1.171 -1.709 0.03
C 0.451 -2.202 -2.429 -0.09
C 1.325 -1.863 -3.488 -0.10
C 1.377 -0.448 -4.077 -0.36
C 0.119 -0.056 -4.858 -0.04
C 2.580 -0.245 -5.001 -0.08
C 2.101 -2.882 -4.042 -0.02
C 1.932 -4.209 -3.663 -0.04
C 0.961 -4.534 -2.727 -0.02
C 0.214 -3.544 -2.084 -0.11
C -0.773 -3.993 -0.999 -0.38
C -0.053 -4.667 0.170 -0.06
C -1.824 -4.967 -1.535 -0.06
C 0.266 -0.134 -0.950 -0.13
C 1.673 0.032 -0.702 -0.12
C 2.493 -1.041 -0.278 0.08
C 3.852 -0.842 -0.120 -0.09
C 4.698 -1.971 0.399 -0.50
F 5.972 -1.942 -0.089 0.13
F 4.799 -1.941 1.777 0.11
F 4.181 -3.200 0.090 0.12
C 4.462 0.372 -0.440 0.06
C 3.642 1.433 -0.815 -0.11
C 4.277 2.738 -1.216 -0.51
F 3.405 3.580 -1.850 0.12
F 4.760 3.434 -0.130 0.10
F 5.329 2.550 -2.068 0.13
C 2.262 1.308 -0.863 0.04
C -0.797 0.621 -0.497 -0.25
C -0.795 1.735 0.337 0.00
H -2.842 -2.193 1.068 0.07
H -2.491 -1.901 2.786 0.08
H -4.179 -1.892 2.199 0.09
H -2.035 0.154 1.475 0.08
H -3.486 1.731 2.774 0.08
H -4.412 0.314 3.350 0.08
H -2.682 0.484 3.739 0.07
H -5.674 0.649 1.595 0.11
H -7.114 0.966 -0.401 0.11
H -6.156 0.718 -2.680 0.12
H -2.594 -0.070 -3.339 0.07
H -3.153 2.382 -3.535 0.08
H -3.180 1.550 -5.103 0.08
H -4.710 1.934 -4.273 0.08
H -4.304 -1.764 -3.811 0.08
H -5.430 -0.501 -4.364 0.08
H -3.927 -0.821 -5.266 0.08
H 1.483 0.252 -3.233 0.11
H -0.799 -0.187 -4.278 0.05
H 0.189 1.002 -5.151 0.09
H 0.042 -0.670 -5.768 0.10
H 3.511 -0.588 -4.535 0.08
H 2.420 -0.795 -5.939 0.09
H 2.694 0.819 -5.243 0.09
H 2.829 -2.635 -4.805 0.10
H 2.539 -4.987 -4.122 0.11
H 0.776 -5.573 -2.461 0.12
H -1.299 -3.100 -0.644 0.10
H 0.760 -4.046 0.562 0.07
H -0.759 -4.860 0.988 0.08
H 0.370 -5.626 -0.160 0.08
H -2.400 -4.517 -2.348 0.08
H -1.343 -5.881 -1.906 0.08
H -2.520 -5.240 -0.731 0.09
H 2.042 -2.008 -0.054 0.13
H 5.541 0.476 -0.418 0.14
H 1.623 2.157 -1.092 0.13
H 0.157 2.215 0.516 0.00
H -1.753 2.134 0.656 0.04
C 1.577 5.193 2.617 -0.02
C 2.104 3.829 2.645 0.04
N 1.857 2.998 3.644 0.08
C 2.642 1.858 3.939 -0.13
C 3.896 1.541 3.449 0.02
C 4.536 0.422 4.005 -0.05
C 3.905 -0.321 5.019 -0.04
C 2.661 0.052 5.549 0.02
C 2.031 1.168 5.009 -0.09
C 0.829 1.883 5.363 -0.09
C 0.759 3.040 4.551 -0.10
C -0.288 3.938 4.643 0.01
C -1.315 3.656 5.556 -0.04
C -1.271 2.494 6.342 -0.04
C -0.185 1.612 6.273 0.02
H 2.218 5.727 1.906 0.10
H 0.553 5.182 2.216 0.11
H 1.600 5.749 3.570 0.12
H 2.727 3.440 1.836 0.14
H 4.339 2.164 2.671 0.11
H 5.526 0.140 3.649 0.12
H 4.415 -1.199 5.410 0.12
H 2.180 -0.478 6.373 0.13
H -0.306 4.828 4.028 0.09
H -2.146 4.354 5.648 0.12
H -2.094 2.294 7.024 0.12
H -0.095 0.725 6.899 0.13



E, record by record: -9456.59245, -2715.76769 a.u.
ΔE to the lowest compared entry with this formula, charge and spin, record by record: 39.1, 45.5 kcal per mole
Kohn-Sham gap, record by record: 0.1479, 0.1426 hartree